ORCA calculation (ωB97M-V with the def2-TZVPD basis set) on a structure of composition C19H21ClGdOP.

Its expectation value of S² is 16.1387. The spin multiplicity is 8. As for the charge: +2. The HOMO energy (alpha / beta) is -14.90 / -14.81 eV. The orbital gap (alpha / beta) comes out at 7.49 / 5.16 eV.

The geometry in XYZ format:
```
44
C19H21ClGdOP (ωB97M-V with the def2-TZVPD basis set)
Gd 0.1354 -1.2248 2.2456
Cl 1.1842 -3.3334 1.2541
P 0.1349 -0.1804 -0.3196
C 0.4373 1.4353 0.4424
C -0.5692 2.3388 0.8203
C -0.1955 3.5451 1.4052
C 1.1534 3.8696 1.5534
C 2.1358 2.9753 1.1462
C 1.8056 1.7555 0.5908
C 0.6575 -0.1477 -2.0345
C 0.6022 -1.3880 -2.7252
C 1.1223 -1.4330 -4.0444
C 1.5919 -0.2379 -4.6462
C 1.6355 0.9627 -3.9391
C 1.1340 1.0122 -2.6418
C -1.6847 -0.3571 -0.4310
C -2.2129 -1.3881 0.3694
C -3.5619 -1.6406 0.2758
C -4.3331 -0.9732 -0.6514
C -3.8151 0.0559 -1.4301
C -2.4683 0.3974 -1.3180
H 0.2254 -2.2819 -2.2343
H 1.1800 -2.3741 -4.5552
H 1.9806 -0.2927 -5.6479
H 2.0763 1.8422 -4.3723
H 1.1880 1.9307 -2.0666
H -1.6186 2.0365 0.7491
H -0.9660 4.2156 1.7776
H 1.4243 4.8125 2.0125
H 3.1825 3.2039 1.3117
H 2.5524 1.0051 0.3053
H -1.5581 -2.1555 0.8994
H -3.9527 -2.4121 0.9219
H -5.3610 -1.2781 -0.7787
H -4.4419 0.5604 -2.1614
H -2.0451 1.1928 -1.9452
H -1.2593 0.6487 3.2050
H -1.6867 0.0843 2.9260
C 2.4645 -3.1789 3.9811
O 1.6682 -2.0030 3.7376
H 2.3320 -3.8174 3.1335
H 2.0607 -3.6279 4.9143
H 3.5104 -2.9628 4.0052
H 2.1548 -1.1916 3.9593
```

***

ORCA calculation (ωB97M-V with the def2-TZVPD basis set) on a structure of composition C41H45NNiP2.

Its expectation value of S² is 2.0246. The spin multiplicity is 3. As for the charge: 0. The HOMO energy (alpha / beta) is -4.44 / -6.73 eV. The orbital gap (alpha / beta) comes out at 5.11 / 4.99 eV.

The geometry in XYZ format:
```
90
C41H45NNiP2 (ωB97M-V with the def2-TZVPD basis set)
Ni -0.0388 -2.0239 1.3447
C 1.2339 4.0037 -3.5860
C 1.0803 4.3727 -2.3087
C -0.0040 5.1904 -1.6569
C -1.3296 5.3574 -2.4322
C -2.0080 4.0429 -2.7341
C -1.7921 3.2021 -3.7528
C -0.8290 3.3004 -4.9068
C 0.3434 4.2968 -4.7695
C -1.1945 -3.7590 1.7134
H 2.1015 3.3827 -3.8099
H 1.8506 4.0381 -1.6127
H 0.3952 6.1888 -1.4182
H -0.2274 4.7281 -0.6852
H -2.0014 5.9592 -1.8087
H -1.1612 5.9387 -3.3405
H -2.7529 3.7341 -2.0005
H -2.3983 2.2955 -3.7682
H -1.3915 3.5393 -5.8232
H -0.4126 2.2973 -5.0760
H 0.9456 4.2237 -5.6829
H -0.0363 5.3197 -4.7409
H -0.7869 -4.6287 1.1892
H -2.2346 -3.6154 1.3922
H -1.1996 -3.9700 2.7906
P 1.1708 -0.1507 0.9309
P -1.7236 -0.9514 0.2655
C 0.0780 1.1006 0.1585
C -1.1884 0.7597 -0.1090
C 1.9218 0.7742 2.3142
C 2.0468 2.1714 2.3076
C 2.5876 2.8303 3.4092
C 3.0094 2.0994 4.5233
C 2.8907 0.7096 4.5334
C 2.3477 0.0471 3.4324
C 2.5165 -0.2862 -0.2945
C 2.3439 -1.1129 -1.4146
C 3.3986 -1.3299 -2.2986
C 4.6399 -0.7340 -2.0682
C 4.8217 0.0791 -0.9485
C 3.7674 0.3030 -0.0644
C -3.3319 -0.7142 1.0837
C -3.3965 -0.4280 2.4542
C -4.6291 -0.3564 3.1015
C -5.8079 -0.5803 2.3891
C -5.7497 -0.8792 1.0263
C -4.5200 -0.9487 0.3757
C -2.1642 -1.5569 -1.4039
C -2.1183 -2.9400 -1.6228
C -2.3845 -3.4582 -2.8899
C -2.7003 -2.5991 -3.9432
C -2.7517 -1.2193 -3.7292
C -2.4840 -0.6981 -2.4651
H 0.4705 2.0881 -0.0829
H -1.8845 1.4548 -0.5782
H 1.7335 2.7398 1.4357
H 2.6832 3.9126 3.3997
H 3.4341 2.6154 5.3799
H 3.2245 0.1399 5.3960
H 2.2523 -1.0357 3.4187
H 1.3833 -1.5909 -1.5886
H 3.2516 -1.9670 -3.1665
H 5.4628 -0.9049 -2.7567
H 5.7875 0.5401 -0.7612
H 3.9146 0.9363 0.8053
H -2.4794 -0.2682 3.0157
H -4.6684 -0.1280 4.1630
H -6.7681 -0.5256 2.8940
H -6.6644 -1.0617 0.4692
H -4.4789 -1.1851 -0.6835
H -1.8800 -3.5931 -0.7859
H -2.3527 -4.5320 -3.0518
H -2.9125 -3.0027 -4.9293
H -3.0021 -0.5506 -4.5481
H -2.5349 0.3744 -2.2973
C 2.7772 -3.8405 0.5380
C 2.3272 -3.6582 1.9429
C 2.9373 -4.2493 3.0359
C 2.2057 -3.8853 4.1437
C 1.1765 -3.0920 3.6830
C 0.1199 -2.4746 4.5445
N 1.2602 -2.9286 2.3398
H 3.6352 -4.5444 0.4918
H 3.1296 -2.8771 0.1539
H 1.9465 -4.2391 -0.0801
H 3.8107 -4.8877 3.0272
H 2.3934 -4.1758 5.1690
H -0.4533 -3.2693 5.0658
H 0.5934 -1.8138 5.2999
H -0.5747 -1.8660 3.9280
```

***

ORCA calculation (ωB97M-V with the def2-TZVPD basis set) on a cluster of 2 separate species, C3H9N3 in total.

Its relative energy (zero: lowest compared OMol25 entry of this formula, charge and spin) is 5.413 eV. As for the charge: 0. The HOMO energy is -7.26 eV. The orbital gap comes out at 8.37 eV.

The geometry in XYZ format:
```
15
C3H9N3 (ωB97M-V with the def2-TZVPD basis set)
C 1.8601 0.5274 -0.2339
C -1.4079 0.2747 -1.0131
C -0.0086 0.7280 0.9535
N 2.0890 -0.7111 -0.3236
N -0.9058 -1.3989 0.6073
N -1.0393 -0.0085 0.3696
H 2.0186 1.5425 -0.5431
H -2.0339 -0.5679 -1.2553
H -1.7117 1.4040 -0.9754
H -0.5463 0.1630 -1.6464
H 0.0659 0.3581 1.9225
H -0.1984 1.8213 1.0775
H 2.9007 -0.8649 -0.9836
H -0.0614 -1.7599 0.3619
H -1.0209 -1.5078 1.6820
```

***

ORCA calculation (ωB97M-V with the def2-TZVPD basis set) on a cluster of 2 separate species, C3H6N in total.

Its relative energy (zero: lowest compared OMol25 entry of this formula, charge and spin) is 2.560 eV. Its expectation value of S² is 2.0093. The spin multiplicity is 3. As for the charge: +1. The HOMO energy (alpha / beta) is -12.74 / -15.47 eV. The orbital gap (alpha / beta) comes out at 8.94 / 7.77 eV.

The geometry in XYZ format:
```
10
C3H6N (ωB97M-V with the def2-TZVPD basis set)
C 3.1577 -0.1633 -0.0607
C 1.9909 0.0852 0.0796
C -0.3427 0.8645 0.0301
N -1.0751 -0.4048 -0.0778
H 4.1304 -0.7161 0.1822
H -0.2701 1.4796 -0.9209
H -0.4270 1.4498 1.0610
H -2.0717 -0.2759 -0.3054
H -1.1478 -0.9559 0.8185
H -0.4755 -1.0870 -0.7926
```

***

no.,E_tot (Ha),maximum force (eV Å⁻¹)
1,-2378.4489,2.14
2,-3834.9363,3.10
3,-283.7842,6.13
4,-172.0846,8.42